Formula: C5H8N2S
Source: the Open Molecules 2025 dataset
Level of theory: wB97M-V/def2-TZVPD

Output
**Charge**: +2
**Calculated total energy**: -19108.2376 eV
**Energy above the lowest of the compared OMol25 structures with the same formula, charge and spin**: 0.0 kcal/mol
**Spin multiplicity**: 3
**LUMO energy (spin up / spin down)**: -8.664 / -13.045 eV
**Gap between HOMO and LUMO (spin up / spin down)**: 8.311 / 6.654 eV

```
16
Properties=species:S:1:pos:R:3:forces:R:3:mulliken_charge:R:1
C 0.703 -2.040 0.377 -2.493 -3.699 -2.485 -0.27
C 1.539 -1.332 1.109 1.703 3.516 1.423 -0.11
C 0.150 0.104 0.025 1.523 1.996 2.326 0.16
C 1.993 1.079 1.333 -0.396 0.787 -0.020 -0.07
C -1.808 1.373 -1.499 0.562 -3.868 -0.710 -0.92
N -0.142 -1.172 -0.250 -0.130 -2.284 -0.019 0.02
N 1.290 0.021 0.935 -2.770 -0.840 -2.455 0.08
S -0.691 1.629 -0.149 1.083 -1.742 0.323 0.26
H 0.748 -3.210 0.270 -0.627 2.612 0.050 0.39
H 2.270 -1.664 1.775 1.213 -0.419 0.802 0.48
H 1.742 2.087 1.105 -0.611 0.387 -0.367 0.21
H 2.859 0.935 1.854 2.034 -0.633 1.355 0.30
H -1.281 0.762 -2.332 -0.918 1.180 1.294 0.38
H -1.972 2.340 -1.785 -0.657 2.615 -1.182 0.42
H -2.776 0.899 -1.221 0.677 0.260 0.073 0.39
H -0.964 -1.514 -0.726 -0.194 0.132 -0.409 0.28
```
Forces are in eV/Å.

***

Formula: C5H8N3O
Source: the Open Molecules 2025 dataset
Level of theory: wB97M-V/def2-TZVPD

Output
**Charge**: +1
**Calculated total energy**: -11823.4216 eV
**SMILES**: [NH3+][C@@H]1OCc2nccn21
**Energy above the lowest of the compared OMol25 structures with the same formula, charge and spin**: 58.6 kcal/mol
**LUMO energy**: -3.669 eV
**Gap between HOMO and LUMO**: 9.561 eV

```
17
Properties=species:S:1:pos:R:3:forces:R:3:mulliken_charge:R:1
C 1.072 0.299 2.239 0.101 -1.457 0.947 -0.53
C 0.893 -0.754 1.377 2.287 -2.852 1.379 -0.03
C -0.478 0.843 0.907 -0.200 0.993 -0.096 0.38
C -1.254 1.299 -0.291 -2.267 4.465 1.680 -0.38
C -0.681 -0.817 -0.577 -0.158 -2.519 -3.423 0.02
N 0.161 1.279 1.953 -0.235 0.850 -0.883 -0.56
N -0.098 -0.420 0.578 -1.629 0.782 -0.888 0.18
N 0.525 -0.620 -1.873 4.284 -1.052 5.504 -0.50
O -1.572 0.122 -0.965 0.014 -1.410 -0.165 -0.34
H 1.686 0.263 3.153 -0.329 0.416 -0.802 0.38
H 1.209 -1.804 1.264 0.500 0.864 0.755 0.38
H -2.227 1.893 -0.066 1.406 -1.407 -0.105 0.31
H -0.714 2.100 -0.871 0.075 -1.263 0.021 0.25
H -0.948 -1.952 -0.855 0.251 2.736 1.215 0.41
H 1.234 -1.411 -1.814 -1.686 0.562 -1.175 0.38
H 1.194 0.120 -1.508 -1.550 -0.145 -1.155 0.37
H -0.003 -0.438 -2.653 -0.865 0.436 -2.808 0.29
```
Forces are in eV/Å.

***

Formula: C5H8N3O2
Source: the Open Molecules 2025 dataset
Level of theory: wB97M-V/def2-TZVPD

Output
**Charge**: +1
**Calculated total energy**: -13870.6336 eV
**SMILES**: C=CC[n+]1[nH]c(=O)[nH]c1O
**Energy above the lowest of the compared OMol25 structures with the same formula, charge and spin**: 59.7 kcal/mol
**LUMO energy**: -3.428 eV
**Gap between HOMO and LUMO**: 10.639 eV

```
18
Properties=species:S:1:pos:R:3:forces:R:3:mulliken_charge:R:1
C -2.799 0.288 0.122 2.158 -1.640 0.350 0.29
C -0.929 -1.024 -0.154 -3.161 1.797 -1.703 0.54
C 0.895 0.814 -0.476 -0.730 2.137 0.517 -0.50
C 2.324 0.184 -0.339 -3.805 -0.530 0.142 -0.49
C 2.665 -0.115 0.875 1.526 0.196 2.065 -0.58
N -2.274 -1.078 -0.128 -0.477 1.530 1.109 -0.12
N -1.636 1.073 0.108 -1.034 -0.023 -0.384 -0.40
N -0.575 0.225 -0.218 4.113 1.333 -0.122 0.33
O -3.899 0.537 0.421 -1.482 0.758 -0.043 -0.43
O -0.271 -2.050 -0.445 -1.991 -2.957 1.033 -0.37
H 0.990 1.421 0.411 -0.628 0.580 0.085 0.42
H 0.834 1.574 -1.312 -0.255 -1.391 0.540 0.40
H 2.917 0.117 -1.174 1.317 -0.048 -1.848 0.47
H 0.575 -1.943 -0.741 3.978 0.634 -1.087 0.34
H 1.998 -0.012 1.716 -0.411 -0.001 0.022 0.27
H 3.686 -0.238 1.215 0.119 -0.643 -0.456 0.30
H -2.865 -1.898 -0.049 0.249 0.107 0.057 0.24
H -1.637 2.125 0.168 0.514 -1.838 -0.277 0.29
```
Forces are in eV/Å.

***

Formula: C5H8N3O3S
Source: the Open Molecules 2025 dataset
Level of theory: wB97M-V/def2-TZVPD

Output
**Charge**: +1
**Calculated total energy**: -26754.0308 eV
**Energy above the lowest of the compared OMol25 structures with the same formula, charge and spin**: 17.5 kcal/mol
**LUMO energy**: -3.619 eV
**Gap between HOMO and LUMO**: 9.473 eV

```
20
Properties=species:S:1:pos:R:3:forces:R:3:mulliken_charge:R:1
C -0.563 2.217 0.246 0.472 -0.835 -0.795 -0.13
C -3.202 0.294 -0.776 -0.598 -1.310 0.739 0.01
C 0.455 -1.448 -0.385 -3.781 3.834 -0.673 0.75
C -0.733 0.049 -0.695 1.884 -1.126 -0.232 0.03
C 2.312 -1.642 0.946 2.071 0.788 0.601 -0.76
N -0.530 2.573 -1.020 0.484 -1.858 0.680 -0.06
N -0.541 0.906 0.486 -0.551 1.895 -2.819 -0.18
N -2.023 -0.444 -0.829 -1.844 -2.195 -0.175 -0.04
O -3.181 1.475 -0.626 -0.232 1.178 -0.150 -0.44
O 0.126 -2.543 -0.676 1.034 0.482 0.280 -0.43
O 1.292 -0.763 0.343 1.802 -2.157 -0.687 -0.20
S -0.200 1.237 -2.062 -0.446 -0.802 0.416 0.00
H -0.416 2.942 1.000 -0.476 0.610 0.898 0.47
H -4.187 -0.331 -0.739 1.687 0.738 -0.390 0.33
H 2.041 -1.585 1.994 0.856 0.271 0.341 0.31
H 3.458 -1.425 0.670 -3.008 0.108 0.602 0.25
H 2.094 -2.640 0.690 -0.123 -1.202 -0.708 0.39
H -0.625 3.471 -1.424 -0.088 1.028 0.121 0.22
H -0.450 0.485 1.355 0.096 -0.417 1.877 0.19
H -2.195 -1.464 -0.928 0.760 0.968 0.073 0.30
```
Forces are in eV/Å.

***

Formula: C5H8N4O
Source: the Open Molecules 2025 dataset
Level of theory: wB97M-V/def2-TZVPD

Output
**Charge**: 0
**Calculated total energy**: -13317.7301 eV
**Energy above the lowest of the compared OMol25 structures with the same formula, charge and spin**: 132.7 kcal/mol
**LUMO energy (spin up / spin down)**: 0.022 / 0.013 eV
**Gap between HOMO and LUMO (spin up / spin down)**: 7.964 / 7.962 eV

```
18
Properties=species:S:1:pos:R:3:forces:R:3:mulliken_charge:R:1
C -1.733 1.803 0.373 0.090 -4.118 -2.409 -0.35
C -2.692 0.946 -0.144 -1.283 3.363 2.208 -0.18
C -0.132 0.133 0.189 -2.434 -2.806 -0.978 0.49
C 2.026 0.637 -0.591 -1.815 -1.806 -3.233 -0.93
C 1.487 -1.614 0.411 0.210 -1.764 1.398 -0.83
N -0.478 1.328 0.363 0.415 1.467 1.140 -0.56
N -2.563 -0.340 -0.301 2.256 -4.123 -0.052 -0.80
N -1.354 -0.948 -0.124 -0.375 3.829 0.580 0.98
N 1.111 -0.298 -0.010 -1.653 -0.475 0.844 0.17
O -1.241 -2.167 -0.045 -0.109 0.556 -0.304 -0.64
H -1.856 2.790 0.558 -0.591 2.792 0.722 0.48
H -3.752 1.312 -0.111 0.964 -0.477 -0.701 0.34
H 2.729 0.828 0.129 2.367 0.866 1.231 0.35
H 2.392 0.043 -1.541 -0.016 1.883 1.559 0.31
H 1.367 1.509 -0.792 1.248 -0.317 -0.346 0.29
H 0.813 -2.051 1.257 1.291 1.251 -1.345 0.28
H 1.314 -2.340 -0.404 0.725 0.190 0.269 0.30
H 2.562 -1.571 0.784 -1.291 -0.311 -0.583 0.30
```
Forces are in eV/Å.

***

Formula: C5H8N4O3
Source: the Open Molecules 2025 dataset
Level of theory: wB97M-V/def2-TZVPD

Output
**Charge**: 0
**Calculated total energy**: -17411.8448 eV
**Energy above the lowest of the compared OMol25 structures with the same formula, charge and spin**: 110.8 kcal/mol
**LUMO energy (spin up / spin down)**: -1.753 / -1.752 eV
**Gap between HOMO and LUMO (spin up / spin down)**: 5.396 / 5.397 eV

```
20
Properties=species:S:1:pos:R:3:forces:R:3:mulliken_charge:R:1
C -1.685 0.569 -0.294 -1.296 -2.239 -0.134 0.39
C -1.670 -0.917 0.070 -1.895 3.317 0.672 0.65
C 0.730 0.807 -0.861 -2.896 1.179 -0.096 -0.22
C 1.271 0.400 0.535 -0.324 -1.386 1.323 0.84
C 2.546 -0.407 0.582 -3.423 -2.537 -2.592 -1.15
N -2.899 0.975 -0.255 0.090 1.030 0.024 -0.67
N -2.893 -1.112 0.537 1.046 -1.575 -0.508 -0.63
N -0.655 1.392 -0.626 3.379 0.843 -0.452 -0.27
N -0.606 -1.658 -0.013 1.770 -1.479 0.456 -0.70
O -3.648 -0.033 0.227 -0.858 0.419 0.271 -0.04
O 0.700 -0.286 -1.715 2.097 2.596 -0.898 -0.59
O 0.748 0.691 1.698 1.170 -0.222 -1.524 -0.40
H 1.301 1.700 -1.321 -0.302 -1.657 0.913 0.43
H 3.209 0.011 1.250 1.854 1.043 1.074 0.48
H 2.755 -0.513 -0.540 0.698 0.025 1.894 0.31
H 2.278 -1.482 0.988 0.350 2.138 -0.835 0.28
H -0.792 2.309 -1.061 -0.439 -0.918 0.272 0.28
H -0.734 -2.597 0.399 0.043 0.739 -0.388 0.21
H 0.163 -0.979 -1.313 -0.856 -1.506 1.327 0.39
H -0.120 1.130 1.711 -0.207 0.190 -0.800 0.42
```
Forces are in eV/Å.

***

Formula: C5H8N4S
Source: the Open Molecules 2025 dataset
Level of theory: wB97M-V/def2-TZVPD

Output
**Charge**: 0
**Calculated total energy**: -22104.0202 eV
**Energy above the lowest of the compared OMol25 structures with the same formula, charge and spin**: 0.0 kcal/mol
**Spin multiplicity**: 3
**LUMO energy (spin up / spin down)**: 0.529 / -2.088 eV
**Gap between HOMO and LUMO (spin up / spin down)**: 6.107 / 6.972 eV

```
18
Properties=species:S:1:pos:R:3:forces:R:3:mulliken_charge:R:1
C -0.810 -0.378 0.894 0.863 1.404 0.664 0.51
C -2.295 -0.614 -0.821 2.823 -3.249 -0.125 -0.62
C -1.060 -0.271 -1.651 -2.478 -7.532 -1.642 -0.47
C 1.386 -0.086 1.786 -0.303 -2.085 0.665 0.41
C -0.527 0.969 -1.516 1.602 5.291 0.414 -0.12
N -1.961 -0.528 0.602 -1.392 -0.609 0.019 -0.49
N 1.575 -1.165 2.442 0.155 -1.219 0.322 -0.72
N 2.307 0.907 1.836 4.656 0.790 -0.650 -0.47
N 0.227 0.177 1.164 -0.726 1.305 -0.688 -0.19
S 0.911 1.522 -2.216 -0.742 1.889 1.161 -0.17
H -2.648 -1.664 -0.944 0.342 0.723 -0.516 0.31
H -3.106 -0.016 -0.967 -2.236 2.043 -0.644 0.36
H -0.648 -1.041 -2.377 -0.782 1.091 0.846 0.28
H -1.248 1.642 -1.088 0.414 1.141 -0.101 0.38
H 0.789 -1.862 2.403 0.947 1.351 -0.054 0.23
H 3.191 0.389 2.214 -1.974 1.687 -0.741 0.33
H 2.621 1.574 1.019 -1.667 -2.148 1.921 0.28
H 1.295 0.446 -2.781 0.497 -1.873 -0.851 0.14
```
Forces are in eV/Å.

***

Formula: C5H8NO
Source: the Open Molecules 2025 dataset
Level of theory: wB97M-V/def2-TZVPD

Output
**Charge**: +1
**Calculated total energy**: -8837.5384 eV
**Energy above the lowest of the compared OMol25 structures with the same formula, charge and spin**: 166.6 kcal/mol
**LUMO energy**: -4.920 eV
**Gap between HOMO and LUMO**: 8.448 eV

```
15
Properties=species:S:1:pos:R:3:forces:R:3:mulliken_charge:R:1
C -2.084 -1.054 1.939 5.364 1.432 -2.578 -0.38
C -1.263 -0.418 1.127 -1.028 1.152 -0.560 0.12
C -0.645 -1.529 1.858 -0.153 -0.446 0.397 -0.52
C -0.858 0.774 0.373 1.770 -1.744 1.416 0.05
C 1.559 1.719 -1.396 -0.348 1.180 0.488 -0.22
N 1.709 0.451 -2.121 -1.251 -1.981 -1.542 -0.33
O 0.141 0.778 -0.371 -1.116 -0.457 -0.210 -0.44
H -2.973 -1.361 2.223 -4.169 -1.035 1.402 0.46
H 0.005 -1.258 2.660 0.418 0.081 0.539 0.23
H -0.392 -2.455 1.382 -0.062 -0.507 -0.261 0.25
H -1.164 1.664 0.848 -0.995 1.612 -0.227 0.36
H 0.852 2.486 -1.853 0.579 -1.497 -0.055 0.20
H 1.321 0.246 -3.142 0.529 0.797 2.371 0.38
H 1.093 -0.151 -1.382 1.410 0.919 -1.634 0.43
H 2.698 0.110 -2.143 -0.946 0.493 0.453 0.40
```
Forces are in eV/Å.

***

Formula: C5H8NO
Source: the Open Molecules 2025 dataset
Level of theory: wB97M-V/def2-TZVPD

Output
**Charge**: +1
**Calculated total energy**: -8842.8599 eV
**SMILES**: C/[NH+]=C/C=C\C=O
**Energy above the lowest of the compared OMol25 structures with the same formula, charge and spin**: 43.8 kcal/mol
**LUMO energy**: -5.760 eV
**Gap between HOMO and LUMO**: 9.523 eV

```
15
Properties=species:S:1:pos:R:3:forces:R:3:mulliken_charge:R:1
C 0.936 1.480 -0.362 -1.455 -1.717 1.077 -0.60
C -0.062 0.509 -0.765 -0.082 -0.727 0.085 0.27
C 1.385 1.417 0.879 -0.167 0.733 -0.940 -0.26
C 0.865 0.733 2.017 1.246 -1.063 2.908 -0.01
C -0.964 -1.687 -0.843 1.235 -3.380 0.293 -0.98
N -0.132 -0.644 -0.203 -3.587 0.127 -4.753 0.03
O 0.762 -0.481 2.118 -0.613 1.305 0.850 -0.51
H 1.187 2.115 -1.128 1.197 1.687 -1.375 0.48
H -0.724 0.616 -1.617 0.279 0.414 -0.179 0.45
H 2.174 1.945 1.323 1.346 1.572 -0.404 0.43
H 0.969 1.477 2.919 -0.967 -1.583 -0.854 0.33
H -1.212 -2.561 -0.199 0.212 1.179 0.513 0.33
H -1.886 -1.475 -1.327 -0.603 1.374 -0.188 0.40
H -0.371 -2.285 -1.583 0.025 1.129 0.281 0.37
H 0.305 -0.822 0.635 1.934 -1.050 2.688 0.27
```
Forces are in eV/Å.

***

Formula: C5H8NO
Source: the Open Molecules 2025 dataset
Level of theory: wB97M-V/def2-TZVPD

Output
**Charge**: +1
**Calculated total energy**: -8841.3203 eV
**Energy above the lowest of the compared OMol25 structures with the same formula, charge and spin**: 79.3 kcal/mol
**LUMO energy**: -5.425 eV
**Gap between HOMO and LUMO**: 8.238 eV

```
15
Properties=species:S:1:pos:R:3:forces:R:3:mulliken_charge:R:1
C 2.514 -0.421 -0.003 -1.618 -1.095 0.083 -0.11
C 3.480 0.316 0.445 -0.166 0.264 -0.331 0.57
C 1.405 -0.974 -0.023 1.342 0.611 0.391 0.39
C 0.211 -1.557 -0.280 -0.352 -0.228 -1.648 -0.78
C -1.571 1.000 0.700 -1.069 -1.040 -1.291 -0.79
N -1.422 0.559 -0.743 -1.294 -0.110 0.072 -0.65
O 4.272 1.026 0.795 1.216 0.695 0.575 -0.14
H -0.396 -2.046 0.430 0.046 -1.097 1.179 0.41
H -0.606 -0.738 -0.563 0.681 1.060 -0.533 0.29
H 0.386 -2.070 -1.237 -0.415 -0.419 0.183 0.31
H -1.946 0.072 1.316 0.326 2.297 -1.015 0.28
H -0.559 1.250 1.009 -0.165 0.284 0.398 0.28
H -2.231 1.905 0.542 0.534 -1.055 1.682 0.37
H -1.191 1.402 -1.268 0.300 -0.400 -0.155 0.27
H -2.345 0.276 -1.121 0.634 0.235 0.411 0.29
```
Forces are in eV/Å.

***

Question: What is the formula in the sixth record?
Answer: C5H8N4O3